Formula: C43H56N5PTi
Source: the Open Molecules 2025 dataset
Level of theory: ωB97M-V/def2-TZVPD

orbital gap (spin up / spin down) = 6.59 / 6.53 eV
E_LUMO (spin up / spin down) = -0.36615 / -0.36855 Ha
energy above the lowest of the compared OMol25 structures with the same formula, charge and spin = 0.0 kcal/mol
multiplicity = 2
⟨S²⟩ = 0.769
net charge = +3

Geometry as XYZ:
```
106
Properties=species:S:1:pos:R:3:forces:R:3:lowdin_spin:R:1
Ti -0.624 0.071 -0.409 1.66 -0.26 -1.96 0.88
N -2.252 3.362 -3.185 -0.04 -0.02 0.01 0.00
C -1.895 2.140 -2.848 -0.03 -0.02 -0.18 0.00
N -1.658 1.756 -1.613 0.19 0.01 0.51 0.00
C -1.896 2.682 -0.580 -0.12 -0.38 0.10 0.00
N -1.935 2.251 0.647 -0.10 0.79 0.56 -0.01
N -1.944 0.876 0.658 -2.28 0.21 0.77 -0.04
C -3.050 0.251 0.919 0.41 0.78 0.07 0.09
C -3.248 -0.955 0.156 -0.33 -0.85 -0.35 0.00
C -4.436 -1.668 0.194 0.24 0.38 0.31 0.02
C -4.701 -2.591 -0.807 0.17 -0.27 -0.25 0.00
C -3.763 -2.769 -1.813 -0.33 -0.04 0.20 0.02
C -2.581 -2.049 -1.765 0.27 0.09 -0.04 0.01
N -2.302 -1.162 -0.808 -0.94 -0.40 0.08 0.02
C -2.176 4.064 -0.894 -0.02 0.06 -0.30 0.00
C -2.336 5.052 0.082 0.03 -0.01 -0.02 0.00
C -2.658 6.336 -0.298 0.01 0.03 0.12 0.00
C -2.828 6.655 -1.647 0.01 -0.10 -0.04 0.00
C -2.688 5.687 -2.623 -0.01 0.04 -0.14 0.00
C -2.367 4.391 -2.243 0.03 0.11 0.42 0.00
H -2.455 3.581 -4.151 0.04 -0.10 -0.08 0.00
H -1.792 1.421 -3.651 0.01 0.00 -0.02 0.00
H -3.858 0.728 1.465 0.03 0.09 0.02 0.00
H -5.153 -1.461 0.979 -0.02 -0.04 -0.02 0.00
H -5.623 -3.156 -0.804 -0.02 0.03 -0.01 0.00
H -3.944 -3.451 -2.632 0.03 -0.01 0.00 0.00
H -1.836 -2.181 -2.538 0.02 -0.02 0.06 0.00
H -2.205 4.789 1.123 -0.02 0.02 0.00 0.00
H -2.789 7.101 0.456 0.01 0.01 -0.02 0.00
H -3.081 7.666 -1.936 0.00 0.00 0.01 0.00
H -2.828 5.936 -3.669 -0.02 -0.01 0.01 0.00
C -0.968 -5.864 2.102 0.04 0.09 0.05 0.00
C -1.890 -4.639 2.153 -0.14 -0.15 -0.10 0.00
C -3.261 -4.998 1.574 0.10 0.11 0.01 0.00
C -1.226 -3.451 1.492 0.13 0.06 0.09 0.00
C -1.063 -2.262 2.208 -0.01 -0.01 -0.04 0.00
C -0.102 -1.314 1.873 0.35 -0.14 0.02 0.00
C 0.353 -0.346 2.955 -0.13 0.02 0.11 0.00
C 1.160 -1.139 3.999 0.05 0.04 -0.05 0.00
C -0.765 0.412 3.676 0.05 -0.06 -0.11 0.00
C 0.675 -1.492 0.666 0.09 -0.54 0.49 0.00
C 0.405 -2.662 -0.139 0.20 0.04 0.06 0.00
C -0.564 -3.568 0.270 -0.03 -0.07 -0.01 0.00
C 1.322 -3.075 -1.284 -0.10 -0.09 -0.15 0.00
C 1.972 -4.439 -1.002 0.05 0.09 0.00 0.00
C 0.592 -3.142 -2.630 0.08 0.03 0.12 0.00
C 2.123 -1.035 0.714 0.19 0.14 -0.03 0.00
C 2.986 -2.000 1.238 -0.03 -0.05 -0.02 0.00
C 4.344 -1.776 1.364 -0.01 -0.03 0.02 0.00
C 4.870 -0.559 0.966 0.01 0.08 -0.03 0.00
C 4.028 0.417 0.463 0.06 -0.01 -0.01 0.00
C 2.651 0.206 0.329 -0.25 -0.07 0.07 0.00
P 1.557 1.505 -0.358 1.09 0.39 -0.20 0.00
C 1.909 3.115 0.624 -0.26 -0.19 -0.05 0.00
C 3.384 3.404 0.899 0.05 0.07 0.00 0.00
C 1.324 4.319 -0.123 0.04 -0.05 0.03 0.00
C 1.201 2.958 1.976 0.05 -0.01 -0.02 0.00
C 2.133 1.584 -2.179 -0.21 -0.02 0.16 0.00
C 1.789 0.192 -2.728 0.23 0.16 0.12 0.00
C 3.629 1.834 -2.362 0.03 0.00 -0.01 0.00
C 1.360 2.629 -2.997 0.05 0.02 0.10 0.00
H -1.388 -6.654 2.724 0.01 -0.01 -0.01 0.00
H 0.028 -5.632 2.481 0.02 -0.03 -0.01 0.00
H -0.876 -6.259 1.089 0.01 0.00 0.00 0.00
H -2.036 -4.377 3.204 0.02 0.05 0.00 0.00
H -3.196 -5.205 0.503 -0.02 -0.01 -0.03 0.00
H -3.981 -4.201 1.749 -0.11 0.07 -0.06 0.00
H -3.634 -5.894 2.069 -0.03 0.00 -0.04 0.00
H -1.553 -2.179 3.172 -0.03 0.05 -0.01 0.00
H 1.025 0.375 2.497 0.01 0.03 -0.02 0.00
H 0.525 -1.865 4.508 -0.01 0.01 0.00 0.00
H 1.558 -0.454 4.748 -0.01 -0.01 0.01 0.00
H 1.998 -1.667 3.549 0.01 -0.03 0.03 0.00
H -1.457 -0.269 4.175 -0.02 0.02 0.01 0.00
H -1.330 1.065 3.014 -0.02 0.06 0.04 0.00
H -0.327 1.038 4.453 0.00 0.00 0.00 0.00
H -0.675 -4.488 -0.291 0.00 0.02 -0.03 0.00
H 2.124 -2.343 -1.364 -0.03 0.02 0.05 0.00
H 1.243 -5.248 -1.061 0.00 -0.01 0.01 0.00
H 2.445 -4.474 -0.022 -0.01 -0.02 0.00 0.00
H 2.741 -4.634 -1.749 -0.02 -0.01 -0.01 0.00
H -0.211 -3.882 -2.605 -0.02 0.02 -0.02 0.00
H 1.288 -3.444 -3.411 -0.01 0.01 -0.02 0.00
H 0.177 -2.171 -2.916 0.01 -0.04 -0.07 0.00
H 2.572 -2.948 1.560 0.01 0.00 0.01 0.00
H 4.985 -2.545 1.775 0.00 0.00 -0.01 0.00
H 5.930 -0.359 1.048 0.00 -0.02 0.02 0.00
H 4.460 1.358 0.167 0.01 -0.09 -0.01 0.00
H 3.979 3.493 -0.010 0.02 0.00 0.04 0.00
H 3.836 2.675 1.567 -0.03 0.06 0.01 0.00
H 3.432 4.372 1.403 -0.02 0.00 0.00 0.00
H 1.970 4.632 -0.943 -0.06 -0.02 -0.04 0.00
H 1.270 5.160 0.571 0.01 -0.02 0.02 0.00
H 0.316 4.140 -0.492 -0.01 0.04 -0.06 0.00
H 1.733 2.257 2.618 -0.03 -0.04 0.00 0.00
H 0.161 2.652 1.871 -0.05 0.00 0.05 0.00
H 1.208 3.921 2.491 0.04 0.01 -0.03 0.00
H 2.445 -0.576 -2.319 -0.09 -0.01 0.02 0.00
H 1.899 0.179 -3.814 -0.09 -0.01 -0.02 0.00
H 0.737 -0.078 -2.506 -0.02 -0.05 -0.13 0.00
H 4.241 1.060 -1.908 0.02 0.03 0.00 0.00
H 3.928 2.810 -1.979 0.03 -0.02 -0.03 0.00
H 3.853 1.828 -3.431 -0.03 0.00 0.00 0.00
H 0.380 2.257 -3.277 -0.05 0.00 -0.01 0.00
H 1.902 2.828 -3.922 -0.01 -0.06 -0.02 0.00
H 1.243 3.578 -2.485 -0.03 0.03 -0.05 0.00
```
Positions in Å, forces in eV/Å.